No. 1
C36H41Cl2GeN4OReS2 as an isolated structure at a distorted geometry. Source: OMol25; level of theory: ωB97M-V with the def2-TZVPD basis set.

spin multiplicity: 2
largest force on an atom: 0.0214 Eh/bohr
total charge: +3
frontier orbital gap (alpha / beta): 0.2448 / 0.2475 Ha

Geometry as XYZ:
```
88
C36H41Cl2GeN4OReS2 | OMol25 | ωB97M-V with the def2-TZVPD basis set
Re -0.72 -0.31 0.73
S 0.69 -0.23 2.61
C 2.24 -0.63 1.88
N 3.35 -0.87 2.50
C 4.51 -1.39 1.76
C 5.04 -0.47 0.66
N 4.29 -0.57 -0.62
C 5.02 -0.43 -1.92
C 4.62 0.81 -2.68
C 3.95 0.69 -3.89
C 3.57 1.82 -4.59
C 3.86 3.08 -4.08
C 4.54 3.20 -2.87
C 4.93 2.07 -2.17
C 3.02 -0.66 -0.58
S 1.71 -0.61 -1.76
C 3.56 -0.63 3.96
C 4.56 0.49 4.12
C 4.22 1.78 3.74
C 5.15 2.81 3.87
C 6.41 2.53 4.38
C 6.75 1.25 4.77
C 5.82 0.22 4.63
H 4.26 -2.37 1.36
H 5.31 -1.51 2.49
H 6.07 -0.76 0.44
H 5.05 0.57 0.99
H 4.84 -1.33 -2.51
H 6.08 -0.42 -1.65
H 3.77 -0.30 -4.31
H 3.08 1.72 -5.55
H 3.59 3.97 -4.64
H 4.81 4.18 -2.49
H 5.50 2.18 -1.26
H 3.93 -1.56 4.39
H 2.60 -0.40 4.41
H 3.22 2.00 3.37
H 4.88 3.82 3.60
H 7.13 3.33 4.49
H 7.73 1.04 5.18
H 6.08 -0.78 4.96
Cl -2.75 -3.16 -2.85
C -2.18 -1.55 -2.96
C -2.04 -0.93 -4.23
C -1.66 0.38 -4.33
Cl -1.50 1.10 -5.88
C -1.37 1.14 -3.16
C -1.00 2.50 -3.14
C -0.76 3.12 -1.94
C -0.84 2.38 -0.75
N -1.18 1.10 -0.74
C -1.47 0.48 -1.93
C -1.89 -0.85 -1.83
O -2.03 -1.32 -0.53
H -2.26 -1.51 -5.12
H -0.92 3.05 -4.07
H -0.50 4.17 -1.89
H -0.63 2.84 0.21
C -8.06 -2.76 -1.85
C -6.60 -2.42 -1.54
C -6.42 -0.97 -1.11
C -4.95 -0.57 -0.93
Ge -3.87 -1.62 0.27
C -3.32 -0.79 1.96
C -4.40 0.06 2.65
C -5.37 -0.84 3.42
C -5.98 -1.94 2.57
H -8.17 -3.80 -2.14
H -8.43 -2.13 -2.66
H -8.69 -2.58 -0.97
H -5.98 -2.62 -2.43
H -6.23 -3.09 -0.76
H -6.99 -0.79 -0.20
H -6.84 -0.31 -1.87
H -4.85 0.47 -0.59
H -4.43 -0.64 -1.89
H -3.82 -3.14 0.29
H -2.45 -0.12 1.75
H -2.96 -1.55 2.65
H -4.95 0.65 1.90
H -3.94 0.78 3.33
H -6.16 -0.21 3.84
H -4.84 -1.28 4.27
H -6.41 -1.53 1.65
H -6.80 -2.45 3.09
H -5.26 -2.73 2.33
N 2.18 -0.72 0.52
C 0.92 -0.60 -0.14
```

=====

No. 2
C36H41IrN2OSSb2 as an isolated structure at a distorted geometry. Source: OMol25; level of theory: ωB97M-V with the def2-TZVPD basis set.

spin multiplicity: 2
largest force on an atom: 0.0230 Eh/bohr
total charge: +3
frontier orbital gap (alpha / beta): 0.2467 / 0.2461 Ha

Geometry as XYZ:
```
84
C36H41IrN2OSSb2 | OMol25 | ωB97M-V with the def2-TZVPD basis set
Ir 2.08 -0.92 -0.13
C 0.67 1.32 2.78
C -0.33 0.26 3.19
C -1.70 0.41 2.55
Sb -1.92 -0.38 0.54
C -3.64 0.37 -0.41
C -4.86 -0.01 0.14
C -6.03 0.49 -0.42
C -5.97 1.33 -1.52
C -4.75 1.68 -2.08
C -3.57 1.20 -1.52
C -2.34 -2.41 0.91
C -1.98 -3.01 2.11
C -2.31 -4.34 2.35
C -2.99 -5.07 1.38
C -3.34 -4.47 0.18
C -3.01 -3.15 -0.06
Sb 1.38 1.32 0.77
C -0.06 2.46 -0.29
C -0.94 3.31 0.38
C -1.76 4.16 -0.33
C -1.72 4.18 -1.72
C -0.85 3.34 -2.40
C -0.02 2.49 -1.69
C 3.11 2.50 0.79
C 4.11 2.23 1.71
C 5.22 3.06 1.79
C 5.31 4.16 0.94
C 4.31 4.42 0.02
C 3.21 3.59 -0.06
H 1.54 1.29 3.44
H 0.26 2.33 2.88
H -0.45 0.38 4.28
H 0.04 -0.76 3.04
H -2.06 1.44 2.57
H -2.46 -0.21 3.04
H -4.92 -0.68 0.99
H -6.98 0.21 0.01
H -6.89 1.70 -1.96
H -4.71 2.33 -2.94
H -2.62 1.48 -1.95
H -1.47 -2.45 2.89
H -2.07 -4.80 3.30
H -3.26 -6.10 1.57
H -3.88 -5.04 -0.57
H -3.32 -2.69 -0.99
H -0.97 3.35 1.46
H -2.43 4.83 0.20
H -2.36 4.86 -2.27
H -0.80 3.37 -3.47
H 0.69 1.87 -2.23
H 4.04 1.38 2.38
H 6.00 2.86 2.51
H 6.17 4.82 1.01
H 4.39 5.28 -0.64
H 2.43 3.82 -0.78
N 4.08 -1.66 -2.12
N 3.53 -2.36 -0.98
H 4.54 -2.31 -2.75
H 4.79 -1.02 -1.79
H 4.26 -2.73 -0.36
H 3.04 -3.18 -1.34
C 2.78 -3.88 1.90
C 2.93 -2.55 2.54
C 3.48 -2.50 3.92
O 2.58 -1.50 1.99
H 2.27 -4.56 2.59
H 3.77 -4.33 1.75
H 2.22 -3.83 0.97
H 4.37 -3.12 4.00
H 2.75 -2.95 4.60
H 3.68 -1.48 4.23
S 0.07 -1.15 -0.92
C -0.15 -0.71 -2.63
C -1.43 -0.82 -3.16
C -1.64 -0.55 -4.50
C -0.57 -0.15 -5.30
C 0.70 -0.04 -4.76
C 0.91 -0.32 -3.41
H -2.25 -1.14 -2.53
H -2.63 -0.64 -4.92
H -0.73 0.06 -6.34
H 1.52 0.26 -5.38
H 1.91 -0.24 -2.98
```

=====

No. 3
C36H42AsBiN2O6S7 as an isolated structure at a distorted geometry. Source: OMol25; level of theory: ωB97M-V with the def2-TZVPD basis set.

largest force on an atom: 0.0636 Eh/bohr
total charge: -2
frontier orbital gap: 0.1883 Ha

Geometry as XYZ:
```
95
C36H42AsBiN2O6S7 | OMol25 | ωB97M-V with the def2-TZVPD basis set
Bi -0.40 0.40 0.07
O -4.41 -0.62 -3.42
C -4.36 0.71 -3.57
C -5.43 1.38 -4.15
C -5.37 2.74 -4.37
C -4.24 3.47 -4.02
C -3.19 2.82 -3.40
C -3.24 1.45 -3.17
C -2.14 0.82 -2.41
O -1.62 1.55 -1.49
N -1.83 -0.41 -2.73
N -0.73 -0.92 -2.07
C -0.45 -2.15 -2.25
C 0.74 -2.84 -1.82
C 1.03 -4.01 -2.52
C 2.19 -4.72 -2.35
C 3.12 -4.27 -1.42
C 2.86 -3.14 -0.69
C 1.65 -2.40 -0.80
O 1.42 -1.47 0.05
H -3.57 -0.90 -2.98
H -6.31 0.81 -4.41
H -6.21 3.25 -4.83
H -4.19 4.53 -4.22
H -2.30 3.37 -3.11
H -1.12 -2.75 -2.89
H 0.31 -4.35 -3.25
H 2.39 -5.60 -2.94
H 4.05 -4.81 -1.27
H 3.58 -2.80 0.05
O 1.99 2.44 -1.06
S 2.24 3.62 -0.21
C 2.93 2.99 1.39
C 4.22 2.22 1.12
C 4.06 0.69 1.17
C 3.72 0.17 2.57
S 1.94 -0.47 2.55
O 1.27 0.70 1.97
C 1.68 -0.11 4.32
C 0.61 0.70 4.63
C 0.38 1.09 5.94
C 1.23 0.67 6.95
C 2.29 -0.18 6.64
C 2.51 -0.58 5.33
C 0.60 4.19 0.36
C 0.39 4.84 1.56
C -0.89 5.27 1.89
C -1.94 5.07 1.02
C -1.72 4.44 -0.19
C -0.45 4.02 -0.53
H 2.18 2.36 1.86
H 3.12 3.88 1.99
H 4.99 2.51 1.85
H 4.59 2.48 0.12
H 5.00 0.24 0.83
H 3.28 0.39 0.48
H 3.82 0.94 3.33
H 4.35 -0.69 2.84
H -0.04 1.03 3.84
H -0.47 1.72 6.17
H 1.08 1.00 7.97
H 2.94 -0.53 7.43
H 3.33 -1.24 5.11
H 1.20 4.99 2.26
H -1.06 5.75 2.85
H -2.94 5.37 1.30
H -2.55 4.24 -0.86
H -0.27 3.50 -1.46
S -4.92 1.32 0.72
As -3.27 0.42 1.66
S -1.56 1.82 1.83
S -2.26 -1.16 0.39
S -3.91 -0.37 3.50
C -1.11 -5.47 0.11
C -2.09 -4.50 0.76
C -1.57 -3.85 2.03
S -0.18 -2.70 1.52
O -0.12 -1.64 2.55
C 1.20 -3.81 2.09
C 1.29 -3.88 3.60
C 2.60 -4.50 4.06
H -1.57 -5.94 -0.77
H -0.83 -6.26 0.80
H -0.22 -4.94 -0.23
H -3.03 -5.03 0.97
H -2.32 -3.70 0.05
H -1.23 -4.58 2.75
H -2.33 -3.20 2.46
H 2.08 -3.33 1.68
H 1.07 -4.79 1.63
H 0.46 -4.45 4.01
H 1.20 -2.86 3.98
H 2.69 -5.52 3.71
H 2.67 -4.50 5.15
H 3.44 -3.93 3.67
```

=====

Molecular weight, record by record: 939.61; 985.54; 1107.11 u
ΔE to the lowest compared entry with this formula, charge and spin, record by record: 1.002; 0.584; 2.625 eV